No. 1
Density functional theory data (ωB97M-V/def2-TZVPD) for a single H2N4O2 molecule in a non-equilibrium geometry.

Structure (XYZ):
```
8
Properties=species:S:1:pos:R:3
H 3.5087 -0.0202 -0.5825
N 2.7710 -0.0416 0.0800
N 1.5988 0.0180 -0.1886
N 0.4918 -0.1415 0.0859
N -0.5697 0.5024 0.0592
O -1.6114 -0.4361 0.1883
O -2.8559 0.2018 -0.2021
H -3.3333 -0.0828 0.5598
```

Calculated values
HOMO energy (alpha / beta) (eV): -8.44 / -8.44
E_LUMO (alpha / beta) (hartree): 0.0032 / 0.0031
Spin multiplicity: 1
Charge: 0
Relative energy (zero: lowest compared OMol25 entry of this formula, charge and spin) (eV): 6.4836
Structure (SMILES): [H]/N=N/N=N/OO
Gap between HOMO and LUMO (alpha / beta) (eV): 8.528 / 8.527

Results of the natural (NBO) charge analysis, in e, for atoms 1 through 2: number 1, H, carries 0.361; number 2, N, carries -0.423



No. 2
Density functional theory data (ωB97M-V/def2-TZVPD) for a single C15H17N3O2S2 molecule in a non-equilibrium geometry.

Structure (XYZ):
```
39
Properties=species:S:1:pos:R:3
C 0.3996 -0.0004 4.2870
C 1.2985 1.2172 4.5933
C 1.1390 2.3493 3.6094
O 1.6139 3.4374 3.9588
N 0.7921 2.0944 2.3162
C 0.5171 3.0085 1.2827
S 0.9374 4.6990 1.2296
N 0.2886 4.8604 -0.3450
C -0.3256 3.7602 -0.7100
C -0.9318 3.7376 -2.1026
C -0.1722 2.6223 0.1710
C -0.7185 1.3158 -0.0474
O -1.3534 0.8403 0.8881
N -0.3273 0.6051 -1.1268
C -0.3605 -0.7852 -1.3129
C -1.1439 -1.6713 -0.5560
C -1.1883 -3.0304 -0.7711
C -0.4030 -3.5886 -1.7798
S -0.4209 -5.3756 -2.0381
C -0.1675 -5.5004 -3.8772
C 0.4570 -2.7654 -2.4975
C 0.4811 -1.3484 -2.2894
H -0.6246 0.3022 4.4553
H 0.4690 -0.3627 3.2758
H 0.6446 -0.8446 4.9492
H 2.3736 0.9310 4.5773
H 0.9859 1.5683 5.5976
H 0.3715 1.1791 2.1385
H -0.9881 4.7218 -2.4934
H -0.3497 3.1308 -2.8030
H -1.9766 3.3602 -2.0530
H 0.3177 1.0843 -1.7138
H -1.7709 -1.3291 0.2658
H -1.7891 -3.6943 -0.1555
H -0.3484 -6.5443 -4.1652
H 0.8755 -5.2845 -4.1576
H -0.8096 -4.7848 -4.3808
H 1.0499 -3.1835 -3.3252
H 1.1576 -0.7318 -2.8942
```

Calculated values
HOMO energy (eV): -8.28
E_LUMO (hartree): 0.0140
Spin multiplicity: 1
Charge: 0
Relative energy (zero: lowest compared OMol25 entry of this formula, charge and spin) (eV): 1.2618
Structure (SMILES): CCC(=O)Nc1snc(C)c1C(=O)Nc1ccc(SC)cc1
Gap between HOMO and LUMO (eV): 8.666

Results of the natural (NBO) charge analysis, in e, for atoms 1 through 2: number 1, C, carries -0.614; number 2, C, carries -0.483



No. 3
Density functional theory data (ωB97M-V/def2-TZVPD) for 7 unconnected molecules or ions with the total composition C20H41BBr12N3O in a non-equilibrium geometry.

Structure (XYZ):
```
78
Properties=species:S:1:pos:R:3
C 3.4975 0.9461 2.6324
C 3.0506 0.1150 1.8916
C 2.4667 -0.7494 0.8538
B 0.9962 -0.1890 0.4697
O 0.7290 1.1451 0.6997
N 0.0659 -1.1102 -0.1531
C -0.9837 -1.5823 0.7691
C -0.5001 -0.5316 -1.3849
C 3.4012 -0.6857 -0.4001
N 3.3763 -1.9035 -1.1758
C 3.8585 -3.0549 -0.4255
C 3.4105 -3.1309 1.0586
N 2.3363 -2.1473 1.4263
H 3.7101 1.7943 3.2398
H 0.4972 1.3271 1.6204
H -1.9283 -1.0511 0.6289
H -0.7137 -1.4510 1.8236
H -1.1616 -2.6498 0.6123
H 0.3168 -0.1267 -1.9913
H -1.1879 0.2984 -1.2035
H -0.9431 -1.3332 -1.9755
H 3.0269 0.1215 -1.0311
H 4.4187 -0.4798 -0.0728
H 2.4474 -2.1067 -1.5265
H 4.9478 -3.1119 -0.4277
H 3.4866 -3.9447 -0.9306
H 3.0160 -4.1334 1.2245
H 4.2422 -3.0231 1.7504
H 1.4146 -2.5520 1.2421
H 2.3799 -2.0349 2.4400
Br -5.3199 -0.3267 3.7680
C -3.9559 -0.6296 5.1173
C -3.0543 0.5657 5.2708
Br -1.7892 0.7051 3.7916
H -3.4177 -1.5256 4.8262
H -4.4961 -0.8155 6.0431
H -2.4431 0.4705 6.1661
H -3.5992 1.5035 5.3010
Br 6.3400 -5.3175 1.7603
C 5.9830 -7.1406 1.1705
C 5.4989 -7.1776 -0.2529
Br 3.6409 -6.6085 -0.3919
H 5.2690 -7.5624 1.8698
H 6.9326 -7.6625 1.2623
H 5.5161 -8.1955 -0.6354
H 6.0737 -6.5350 -0.9116
Br -5.0779 -0.8583 -2.7283
C -3.7387 0.3576 -3.4541
C -3.3811 -0.0083 -4.8683
Br -2.2157 -1.5714 -4.9277
H -2.8948 0.3276 -2.7778
H -4.1942 1.3458 -3.4179
H -2.8149 0.7885 -5.3385
H -4.2506 -0.2369 -5.4756
Br 1.7621 5.2275 5.7485
C 0.3612 3.9569 6.1958
C 0.9141 2.5695 6.3843
Br 1.3482 1.7364 4.6773
H -0.3778 4.0095 5.4024
H -0.0754 4.3197 7.1237
H 0.1697 1.9214 6.8436
H 1.8226 2.5515 6.9767
Br -3.6004 4.3368 -2.2163
C -1.7282 4.1156 -1.7419
C -0.8556 4.0200 -2.9645
Br -1.0358 2.2809 -3.8186
H -1.6694 3.2312 -1.1150
H -1.4665 4.9932 -1.1547
H 0.1932 4.1083 -2.6894
H -1.0933 4.7627 -3.7191
Br -6.1167 3.4539 -5.2332
C -4.8188 4.7333 -5.9164
C -4.4085 4.4146 -7.3289
Br -3.1791 2.9084 -7.3954
H -3.9837 4.7306 -5.2227
H -5.3194 5.6985 -5.8773
H -3.8650 5.2501 -7.7643
H -5.2504 4.1599 -7.9642
```

Calculated values
HOMO energy (eV): -11.41
E_LUMO (hartree): -0.0943
Spin multiplicity: 1
Charge: +1
Gap between HOMO and LUMO (eV): 8.843

Results of the Löwdin charge analysis, in e, for atoms 1 through 2: number 1, C, carries 0.086; number 2, C, carries -0.088